# 1
ORCA calculation (ωB97M-V/def2-TZVPD) on C19H34BCsKLiN3NaO10P as an isolated structure at a distorted geometry.

The gap between HOMO and LUMO comes out at 1.80 eV. The total charge is +1. For the lowest unoccupied orbital energy, the calculation gives -3.594 eV.

Geometry (Å):
C1 9.0120 -2.4906 3.1470
C2 7.5967 -3.1433 2.7353
O1 6.7846 -3.3129 3.9653
B1 5.4010 -3.1923 3.4602
N1 4.8430 -1.7939 3.3475
H1 9.7672 -3.3550 3.2206
H2 8.9217 -1.9201 4.1279
H3 9.3147 -1.7755 2.3024
H4 7.0266 -2.4429 1.9917
H5 7.6730 -4.1740 2.2566
H6 4.8619 -4.1909 3.1402
H7 5.0656 -1.5038 2.3648
H8 3.8133 -1.8648 3.4254
Na1 6.6000 -0.6527 2.0966
N2 1.6149 1.4226 1.6003
C3 1.9304 0.2716 2.2257
C4 1.1042 -0.3596 3.1397
C5 -0.1214 0.2268 3.4340
C6 -0.4728 1.4144 2.8038
C7 0.4225 1.9664 1.9013
H9 2.8947 -0.1459 1.9665
H10 1.4089 -1.2880 3.6119
H11 -0.7966 -0.2381 4.1468
H12 -1.4218 1.8973 3.0108
H13 0.1927 2.8939 1.3782
C8 4.6112 -0.4443 -2.0260
O2 6.0237 -0.3819 -1.9071
H14 4.1956 0.5373 -1.7943
H15 4.3404 -0.7195 -3.0487
H16 4.2093 -1.1823 -1.3226
H17 6.3656 -1.2602 -2.1181
O3 6.9917 0.6144 -3.3869
P1 7.7193 1.5104 -4.3978
O4 9.2330 1.2872 -4.2754
O5 7.3743 2.9786 -4.1128
O6 7.2605 1.1430 -5.8135
K1 -0.4307 -2.2607 2.1133
C9 -3.0183 3.0601 -0.6232
C10 -2.7358 1.7081 -1.2412
C11 -3.9714 0.9639 -1.6501
O7 -3.5521 -0.3946 -1.5582
C12 -2.5725 -0.4367 -0.6176
O8 -2.1331 -1.4457 -0.1414
O9 -2.1562 0.8237 -0.2843
H18 -2.0836 3.5283 -0.2889
H19 -3.5077 3.7272 -1.3353
H20 -3.6547 2.9632 0.2645
H21 -2.0335 1.8122 -2.0743
H22 -4.2871 1.2055 -2.6671
H23 -4.8157 1.1117 -0.9699
N3 -7.0277 0.2513 -6.8154
C13 -7.9987 0.3029 -5.8918
C14 -7.8571 -0.1734 -4.5988
C15 -6.6432 -0.7407 -4.2357
C16 -5.6227 -0.8084 -5.1708
C17 -5.8627 -0.3003 -6.4386
H24 -8.9297 0.7521 -6.2242
H25 -8.6747 -0.1036 -3.8924
H26 -6.4944 -1.1265 -3.2315
H27 -4.6633 -1.2447 -4.9223
H28 -5.0952 -0.3266 -7.2051
C18 -5.7591 0.6134 4.1441
C19 -4.5349 1.4160 3.7526
O10 -3.4351 0.5447 3.4969
H29 -5.5554 0.0132 5.0344
H30 -6.6077 1.2707 4.3481
H31 -6.0366 -0.0824 3.3468
H32 -4.2481 2.0938 4.5592
H33 -4.7289 2.0112 2.8538
H34 -3.6917 -0.0486 2.7739
Li1 -1.9456 2.3449 1.2046
Cs1 -9.4393 0.5857 -2.3583



# 2
ORCA calculation (ωB97M-V/def2-TZVPD) on C26H53BrInO6 as an isolated structure.

The gap between HOMO and LUMO comes out at 7.60 eV. The total charge is -1. For the lowest unoccupied orbital energy, the calculation gives 2.200 eV.

Geometry (Å):
C1 -5.7169 -2.2229 -0.8430
C2 -5.8193 -0.8701 -0.1047
Br1 -7.1089 0.2952 -1.0371
C3 -4.4774 -0.1558 0.0582
In1 -4.5008 0.8499 2.0423
O1 -2.5774 1.5110 2.7122
C4 -2.1240 0.9787 3.7998
O2 -1.1318 0.2713 3.8316
C5 -2.8037 1.2840 5.1159
C6 -2.1946 0.8007 6.2739
C7 -2.7829 1.0306 7.5138
C8 -3.9707 1.7470 7.6200
C9 -4.5771 2.2465 6.4722
C10 -3.9781 2.0178 5.2352
H1 -6.4705 -2.2861 -1.6217
H2 -5.8806 -3.0353 -0.1398
H3 -4.7257 -2.3162 -1.2757
H4 -6.2708 -1.0547 0.8653
H5 -4.4224 0.6193 -0.7017
H6 -3.6639 -0.8676 -0.0439
H7 -5.0292 -0.3685 3.2389
H8 -5.6134 2.2323 2.1304
H9 -1.2811 0.2347 6.2136
H10 -2.3165 0.6480 8.4117
H11 -4.4357 1.9317 8.5780
H12 -5.5005 2.8001 6.5160
H13 -4.4558 2.4357 4.3626
C11 0.9074 -1.3465 -2.4862
C12 -0.5539 -1.0840 -2.1610
O3 -0.9990 -1.7248 -0.9863
C13 -0.3198 -1.3577 0.2116
C14 -0.4137 0.1143 0.5584
H14 1.1072 -2.4190 -2.5210
H15 1.1671 -0.9082 -3.4512
H16 1.5659 -0.9092 -1.7349
H17 -1.1811 -1.4745 -2.9651
H18 -0.7459 -0.0058 -2.1073
H19 0.7288 -1.6803 0.1654
H20 -0.7926 -1.9428 1.0005
H21 0.1069 0.7377 -0.1769
H22 0.0275 0.3001 1.5338
H23 -1.4544 0.4315 0.5893
C15 3.7606 1.1560 -0.4280
C16 4.9340 0.4574 -1.0914
O4 4.9872 0.6320 -2.4993
C17 5.1180 1.9648 -2.9486
C18 6.3853 2.6559 -2.4719
H24 2.8228 0.8585 -0.8985
H25 3.7204 0.8998 0.6308
H26 3.8367 2.2423 -0.5037
H27 4.8422 -0.6163 -0.9286
H28 5.8801 0.7639 -0.6328
H29 4.2336 2.5513 -2.6745
H30 5.1274 1.9046 -4.0378
H31 6.3885 2.7966 -1.3901
H32 6.4739 3.6398 -2.9346
H33 7.2640 2.0638 -2.7324
C19 -4.0228 -0.2409 -3.8722
C20 -4.9777 0.9279 -4.0430
O5 -4.3285 2.1679 -4.2872
C21 -3.5359 2.2307 -5.4519
C22 -4.3089 1.9961 -6.7404
H34 -3.2880 -0.0232 -3.0953
H35 -4.5778 -1.1350 -3.5868
H36 -3.4795 -0.4653 -4.7939
H37 -5.5392 1.0595 -3.1188
H38 -5.7105 0.7186 -4.8322
H39 -2.6898 1.5364 -5.3801
H40 -3.1140 3.2370 -5.4632
H41 -4.6946 0.9774 -6.8019
H42 -3.6612 2.1589 -7.6035
H43 -5.1588 2.6773 -6.8043
C23 8.6253 -2.4400 1.6853
C24 7.5618 -1.6299 2.4091
O6 6.3487 -1.5088 1.6949
C25 5.6744 -2.7206 1.4036
C26 5.2624 -3.5054 2.6370
H44 8.7926 -2.0411 0.6839
H45 9.5641 -2.4067 2.2396
H46 8.3379 -3.4875 1.5821
H47 7.9193 -0.6091 2.5479
H48 7.3802 -2.0389 3.4097
H49 6.2776 -3.3407 0.7303
H50 4.7822 -2.4336 0.8467
H51 6.1268 -3.8713 3.1944
H52 4.6633 -4.3696 2.3493
H53 4.6751 -2.8787 3.3089



# 3
ORCA calculation (ωB97M-V/def2-TZVPD) on C23H22N3O4S2Y as an isolated structure.

The gap between HOMO and LUMO comes out at 6.31 eV. The value obtained for the energy above the lowest of the compared OMol25 structures with the same formula, charge and spin is 0.427 eV. The total charge is 0. For the lowest unoccupied orbital energy, the calculation gives -0.979 eV.

Geometry (Å):
Y1 -0.6084 -0.6172 -0.7737
C1 0.4084 2.5685 -0.1265
N1 0.6745 1.2506 0.4885
C2 2.1134 0.9302 0.2379
C3 2.4661 -0.5431 0.2596
N2 1.7799 -1.3104 -0.8076
C4 2.4048 -1.0480 -2.1290
C5 1.8070 -2.7545 -0.5701
C6 2.8995 -3.3343 0.0643
C7 2.9682 -4.7055 0.2475
C8 1.9378 -5.5058 -0.2236
C9 0.8550 -4.9318 -0.8666
C10 0.7618 -3.5503 -1.0530
S1 -0.6537 -2.9168 -1.9296
C11 0.3848 1.2577 1.9311
C12 0.6059 2.4207 2.6698
C13 0.3533 2.4681 4.0294
C14 -0.1228 1.3289 4.6655
C15 -0.3303 0.1722 3.9403
C16 -0.0808 0.0947 2.5604
S2 -0.3370 -1.4448 1.7527
H1 1.1125 3.3317 0.2134
H2 -0.6014 2.8918 0.1241
H3 0.5141 2.4755 -1.2032
H4 2.7228 1.4348 0.9945
H5 2.3757 1.3640 -0.7279
H6 2.1958 -0.9887 1.2131
H7 3.5541 -0.6070 0.1398
H8 3.4543 -1.3564 -2.1117
H9 2.3210 0.0048 -2.3822
H10 1.8662 -1.6132 -2.8862
H11 3.7024 -2.7122 0.4360
H12 3.8203 -5.1413 0.7527
H13 1.9734 -6.5795 -0.0877
H14 0.0470 -5.5509 -1.2349
H15 0.9839 3.3105 2.1869
H16 0.5272 3.3832 4.5798
H17 -0.3300 1.3413 5.7286
H18 -0.6957 -0.7208 4.4324
O1 -4.8002 0.4307 1.0230
C17 -3.7289 0.2267 0.2630
O2 -2.9888 -0.7196 0.3770
C18 -3.5184 1.2526 -0.8026
C19 -4.4173 2.2386 -1.1335
C20 -4.1089 3.0512 -2.2252
C21 -2.9372 2.8364 -2.9221
C22 -2.0816 1.8232 -2.4977
N3 -2.3704 1.0584 -1.4545
C23 -0.7508 1.5451 -3.1843
O3 -0.4790 2.1968 -4.1737
O4 -0.0507 0.6430 -2.5949
H19 -4.8312 -0.2961 1.6657
H20 -5.3283 2.3599 -0.5656
H21 -4.7914 3.8354 -2.5259
H22 -2.6478 3.4213 -3.7834



# 4
ORCA calculation (ωB97M-V/def2-TZVPD) on one molecule with the formula C5H8OS.

Its structure (SMILES) is CC(C)=CC(=O)S. The gap between HOMO and LUMO comes out at 10.49 eV. The value obtained for the energy above the lowest of the compared OMol25 structures with the same formula, charge and spin is 0.338 eV. The total charge is 0. For the lowest unoccupied orbital energy, the calculation gives 0.598 eV.

Geometry (Å):
C1 -1.8370 0.5462 -0.3822
C2 -0.4442 0.1439 0.0039
C3 -0.3547 -1.1906 0.7027
C4 0.5794 0.9542 -0.2504
C5 2.0218 0.7891 0.0750
O1 2.6701 1.6756 0.5845
S1 2.8744 -0.7449 -0.3257
H1 -2.3335 -0.2138 -0.9906
H2 -2.4865 0.6425 0.5266
H3 -1.8337 1.4887 -0.9281
H4 -0.5524 -2.0282 0.0046
H5 0.6041 -1.3623 1.1867
H6 -1.1339 -1.2660 1.4707
H7 0.3926 1.9185 -0.7106
H8 1.8335 -1.3527 -0.9673



# 5
ORCA calculation (ωB97M-V/def2-TZVPD) on a 2-piece molecular cluster, C3H7BrS2 overall at a distorted geometry.

The spin multiplicity is 3. The gap between HOMO and LUMO (spin up / spin down) comes out at 7.04 / 6.84 eV. The expectation value of S² is 2.006. The total charge is 0. For the lowest unoccupied orbital energy (spin up / spin down), the calculation gives 0.534 / -2.625 eV.

Geometry (Å):
C1 0.4631 -1.5673 1.4562
C2 0.5997 1.6175 -2.0304
C3 -0.7609 -0.7960 1.1234
S1 -1.0681 0.6499 2.0039
S2 -1.9312 -1.4749 0.1689
Br1 1.9325 0.6551 -2.9733
H1 0.2334 -2.5495 1.7089
H2 1.1446 -1.0212 2.1744
H3 0.9897 -1.5486 0.3850
H4 0.9691 2.0814 -1.0735
H5 0.1198 2.3542 -2.6686
H6 -2.4645 0.7432 1.5816
H7 -0.2272 0.8562 -1.8567



# 6
ORCA calculation (ωB97M-V/def2-TZVPD) on C3H3InO3 as an isolated structure at a distorted geometry.

The gap between HOMO and LUMO (spin up / spin down) comes out at 9.88 / 5.27 eV. The value obtained for the energy above the lowest of the compared OMol25 structures with the same formula, charge and spin is 1.056 eV. The total charge is +2. For the lowest unoccupied orbital energy (spin up / spin down), the calculation gives -11.922 / -13.904 eV.

Geometry (Å):
C1 -0.6577 -0.8713 -0.6684
C2 -0.1724 0.6953 1.0079
O1 -1.0459 0.1470 0.0753
O2 0.3548 -0.7222 -1.4103
C3 0.6809 1.6535 0.6351
H1 -0.4280 0.4815 2.0469
H2 1.5465 1.2980 1.3111
H3 0.9121 1.8350 -0.4161
O3 -1.2594 -1.9833 -0.6381
In1 0.0691 -2.5334 -1.9432



no.,E_tot (hartree)
1,-2816.51372
2,-4238.01694
3,-2189.82009
4,-668.72611
5,-3488.76096
6,-531.04859